Record 1
{
  "formula": "C44H121N11O11",
  "method": "wB97M-V/def2-TZVPD",
  "lumo_ev": 0.28,
  "multiplicity": 1,
  "homo_lumo_gap_ha": 0.317,
  "smiles": "COC[C@H](C)N.COC[C@H](C)N.COC[C@H](C)N.COC[C@H](C)N.COC[C@H](C)N.COC[C@H](C)N.COC[C@H](C)N.COC[C@H](C)N.COC[C@H](C)N.COC[C@H](C)N.COC[C@H](C)N",
  "e_above_lowest_kcal_mol": 119.52,
  "largest_force_ev_per_a": 3.17,
  "species": ["C", "C", "C", "O", "C", "N", "H", "H", "H", "H", "H", "H", "H", "H", "H", "H", "H", "C", "C", "C", "O", "C", "N", "H", "H", "H", "H", "H", "H", "H", "H", "H", "H", "H", "C", "C", "C", "O", "C", "N", "H", "H", "H", "H", "H", "H", "H", "H", "H", "H", "H", "C", "C", "C", "O", "C", "N", "H", "H", "H", "H", "H", "H", "H", "H", "H", "H", "H", "C", "C", "C", "O", "C", "N", "H", "H", "H", "H", "H", "H", "H", "H", "H", "H", "H", "C", "C", "C", "O", "C", "N", "H", "H", "H", "H", "H", "H", "H", "H", "H", "H", "H", "C", "C", "C", "O", "C", "N", "H", "H", "H", "H", "H", "H", "H", "H", "H", "H", "H", "C", "C", "C", "O", "C", "N", "H", "H", "H", "H", "H", "H", "H", "H", "H", "H", "H", "C", "C", "C", "O", "C", "N", "H", "H", "H", "H", "H", "H", "H", "H", "H", "H", "H", "C", "C", "C", "O", "C", "N", "H", "H", "H", "H", "H", "H", "H", "H", "H", "H", "H", "C", "C", "C", "O", "C", "N", "H", "H", "H", "H", "H", "H", "H", "H", "H", "H", "H"],
  "xyz": [[-5.060, 0.995, 4.551], [-4.042, 1.536, 3.612], [-4.609, 2.494, 2.594], [-5.640, 1.874, 1.858], [-6.176, 2.613, 0.830], [-2.886, 2.123, 4.282], [-4.604, 0.131, 5.034], [-5.956, 0.775, 3.971], [-5.301, 1.760, 5.289], [-3.671, 0.628, 3.138], [-3.820, 2.807, 1.909], [-4.976, 3.374, 3.123], [-6.761, 1.915, 0.231], [-5.391, 3.031, 0.200], [-6.647, 3.527, 1.193], [-2.149, 2.295, 3.612], [-2.539, 1.419, 4.917], [-0.473, -6.291, 1.165], [-1.429, -5.280, 0.491], [-0.700, -4.248, -0.400], [0.388, -3.689, 0.310], [0.982, -2.548, -0.349], [-2.394, -6.036, -0.272], [0.246, -5.859, 1.861], [0.092, -6.981, 0.537], [-1.014, -6.924, 1.869], [-1.911, -4.789, 1.337], [-1.397, -3.505, -0.787], [-0.314, -4.769, -1.276], [1.437, -3.047, -1.204], [1.749, -2.021, 0.219], [0.264, -1.845, -0.772], [-1.905, -6.684, -0.873], [-2.974, -6.613, 0.320], [2.641, 5.196, 2.728], [1.667, 6.069, 1.807], [0.492, 5.179, 1.281], [0.899, 4.012, 0.561], [1.584, 4.188, -0.692], [1.071, 7.046, 2.746], [3.243, 4.524, 2.116], [2.105, 4.654, 3.507], [3.423, 5.776, 3.219], [2.201, 6.558, 0.993], [-0.182, 5.804, 0.696], [-0.165, 4.867, 2.093], [0.907, 4.858, -1.223], [1.609, 3.267, -1.274], [2.542, 4.686, -0.545], [0.150, 7.322, 2.437], [0.817, 6.601, 3.616], [-3.956, -1.921, 0.489], [-4.406, -1.526, -0.886], [-5.046, -0.109, -1.064], [-5.487, -0.230, -2.385], [-6.606, 0.571, -2.788], [-3.253, -1.642, -1.765], [-3.543, -2.928, 0.450], [-4.740, -1.881, 1.245], [-3.181, -1.255, 0.869], [-5.096, -2.269, -1.287], [-4.202, 0.544, -0.841], [-5.897, 0.014, -0.394], [-7.112, 0.035, -3.592], [-6.377, 1.596, -3.080], [-7.358, 0.490, -2.003], [-2.650, -0.853, -1.579], [-3.700, -1.400, -2.637], [0.988, 2.857, -9.109], [2.024, 3.223, -8.081], [1.749, 2.461, -6.745], [0.439, 2.648, -6.281], [0.078, 1.997, -5.063], [3.297, 2.854, -8.612], [0.763, 1.815, -9.339], [1.180, 3.337, -10.068], [0.086, 3.381, -8.794], [2.041, 4.310, -8.003], [2.481, 2.823, -6.022], [1.937, 1.389, -6.795], [0.179, 0.912, -5.036], [-0.945, 2.312, -4.863], [0.702, 2.223, -4.198], [3.144, 2.062, -9.220], [3.908, 2.501, -7.889], [0.481, -2.144, -4.016], [1.196, -2.633, -5.296], [0.995, -1.779, -6.536], [-0.375, -1.921, -6.869], [-0.790, -1.441, -8.133], [2.594, -2.867, -4.956], [0.405, -2.937, -3.272], [-0.519, -1.748, -4.191], [1.095, -1.376, -3.546], [0.619, -3.546, -5.447], [1.653, -2.010, -7.374], [1.187, -0.730, -6.313], [-0.317, -0.471, -8.285], [-1.857, -1.365, -8.346], [-0.284, -2.100, -8.838], [3.028, -1.992, -4.699], [2.785, -3.440, -4.146], [-1.281, 2.489, 7.315], [-2.584, 1.681, 7.634], [-2.485, 0.168, 7.383], [-2.306, -0.021, 5.977], [-2.281, -1.393, 5.615], [-2.783, 1.982, 9.030], [-0.446, 2.365, 8.005], [-1.417, 3.567, 7.239], [-0.911, 2.252, 6.318], [-3.374, 2.098, 7.009], [-3.407, -0.301, 7.725], [-1.653, -0.346, 7.864], [-3.228, -1.895, 5.815], [-1.478, -1.896, 6.154], [-1.970, -1.462, 4.573], [-1.941, 2.422, 9.373], [-2.820, 1.054, 9.427], [3.229, -0.319, 1.681], [3.748, 0.979, 2.399], [4.379, 2.002, 1.415], [5.478, 1.386, 0.710], [6.219, 2.321, -0.020], [2.623, 1.503, 3.115], [2.412, -0.125, 0.987], [3.013, -1.218, 2.259], [3.935, -0.733, 0.961], [4.388, 0.651, 3.218], [4.876, 2.727, 2.059], [3.697, 2.428, 0.679], [5.744, 2.435, -0.994], [7.244, 1.970, -0.144], [6.277, 3.264, 0.523], [2.244, 0.719, 3.627], [2.948, 2.196, 3.775], [-0.830, -0.254, 1.977], [-0.603, 1.067, 1.206], [-1.754, 1.477, 0.171], [-1.670, 0.540, -0.937], [-0.831, 1.060, -1.995], [-0.359, 2.100, 2.166], [-0.803, -1.101, 1.290], [-1.815, -0.209, 2.443], [-0.101, -0.526, 2.740], [0.269, 1.064, 0.552], [-1.798, 2.520, -0.142], [-2.758, 1.370, 0.583], [-0.425, 0.350, -2.715], [0.019, 1.613, -1.595], [-1.543, 1.654, -2.570], [-0.142, 2.931, 1.634], [0.549, 1.943, 2.579], [3.180, 0.167, -2.109], [3.633, 0.333, -3.497], [4.539, 1.608, -3.770], [4.898, 1.564, -5.199], [6.036, 2.439, -5.493], [4.441, -0.827, -3.817], [2.747, 1.043, -1.627], [4.019, -0.035, -1.443], [2.516, -0.691, -2.003], [2.746, 0.408, -4.126], [5.462, 1.553, -3.194], [4.077, 2.581, -3.604], [6.428, 2.323, -6.503], [6.859, 2.334, -4.785], [5.635, 3.452, -5.459], [5.177, -0.841, -3.124], [4.890, -0.603, -4.693], [0.678, -8.569, 4.469], [1.363, -7.147, 4.273], [0.404, -6.020, 4.809], [0.917, -4.792, 4.289], [-0.051, -3.787, 4.044], [2.502, -7.230, 5.138], [1.394, -9.386, 4.380], [-0.006, -8.694, 3.630], [0.077, -8.561, 5.379], [1.583, -7.025, 3.212], [0.452, -6.022, 5.898], [-0.609, -6.251, 4.481], [0.361, -2.852, 3.665], [-0.553, -3.554, 4.983], [-0.817, -4.123, 3.346], [2.110, -7.673, 5.957], [2.649, -6.278, 5.440]],
  "mulliken_charge": [-1.67, 2.34, -1.03, -0.27, -0.77, -0.59, 0.10, 0.56, 0.28, -0.92, 0.16, 0.50, 0.23, 0.24, 0.35, 0.18, 0.35, -1.78, 0.94, -0.45, -0.38, -0.87, -0.76, 0.11, 0.37, 0.49, 0.05, 0.17, 0.36, 0.59, -0.01, 0.39, 0.31, 0.30, -0.84, 0.23, -0.83, -0.18, -0.76, -0.77, -0.14, 0.27, 0.47, 0.31, 0.42, 0.43, 0.50, -0.24, 0.33, 0.29, 0.27, -0.94, -0.16, -0.13, -0.35, -0.80, -0.58, 0.06, 0.54, -0.05, 0.62, -0.12, 0.40, 0.31, 0.26, 0.33, 0.28, 0.46, -1.55, 0.42, -0.15, -0.41, -0.47, -0.73, 0.26, 0.47, 0.38, 0.20, 0.20, 0.10, 0.21, 0.30, 0.26, 0.29, 0.22, -0.38, 0.10, 0.16, -0.33, -0.47, -0.73, 0.11, 0.50, -0.40, 0.44, 0.58, -0.71, -0.07, 0.26, 0.36, 0.13, 0.38, -1.48, 1.00, -1.13, -0.08, -0.85, -0.72, 0.49, 0.39, 0.15, -0.14, 0.47, 0.41, 0.38, 0.49, -0.06, 0.31, 0.29, -0.99, -0.18, -0.57, -0.43, -0.55, -0.40, -0.29, 0.59, 0.50, 0.42, 0.76, -0.01, 0.03, 0.28, 0.35, 0.17, 0.24, 0.17, 2.51, -0.84, 0.63, -0.63, 0.27, -0.11, -1.44, 0.38, -0.58, 0.42, -0.73, -0.53, 0.34, 0.33, 0.00, 0.03, -0.69, 2.20, -1.30, -0.39, -0.95, -0.71, -0.15, 0.41, -0.26, -0.55, 0.47, 0.47, 0.30, 0.34, 0.37, 0.34, 0.22, -1.55, 0.51, -0.90, -0.37, -0.65, -0.77, 0.43, 0.38, 0.38, 0.30, 0.45, 0.37, 0.15, 0.49, 0.21, 0.32, 0.31]
}

***

Record 2
{
  "formula": "C4H5NO2",
  "method": "wB97M-V/def2-TZVPD",
  "lumo_ev": [0.03, 0.03],
  "multiplicity": 1,
  "homo_lumo_gap_ha": [0.310, 0.310],
  "e_above_lowest_kcal_mol": 153.55,
  "largest_force_ev_per_a": 0.52,
  "species": ["O", "C", "C", "C", "N", "C", "O", "H", "H", "H", "H", "H"],
  "xyz": [[1.649, 0.481, -0.820], [1.607, -0.752, -0.372], [0.800, 0.436, 0.519], [-0.440, 1.263, 0.171], [-0.561, -0.060, 0.683], [-1.207, -1.097, 0.008], [-2.176, -0.927, -0.690], [1.097, -1.415, -1.119], [1.396, 0.666, 1.391], [-0.692, 1.426, -0.875], [-0.698, 2.063, 0.859], [-0.774, -2.083, 0.244]],
  "mulliken_charge": [-0.24, -0.34, 0.31, -0.59, -0.15, -0.05, -0.51, 0.17, 0.41, 0.25, 0.25, 0.48]
}

***

Record 3
{
  "formula": "C13H9N5O4",
  "method": "wB97M-V/def2-TZVPD",
  "lumo_ev": -2.41,
  "multiplicity": 1,
  "homo_lumo_gap_ha": 0.229,
  "smiles": "N#Cc1cc([N+](=O)[O-])cc2c1no[n+]2[O-].Nc1ccccc1",
  "e_above_lowest_kcal_mol": 2.31,
  "largest_force_ev_per_a": 2.99,
  "species": ["N", "C", "C", "C", "C", "N", "O", "O", "C", "C", "N", "O", "O", "N", "C", "H", "H", "N", "C", "C", "C", "C", "C", "C", "H", "H", "H", "H", "H", "H", "H"],
  "xyz": [[-1.513, -3.991, 3.730], [-1.047, -2.967, 3.420], [-0.480, -1.735, 2.977], [0.885, -1.442, 2.931], [1.308, -0.094, 2.785], [2.721, 0.202, 2.855], [3.533, -0.687, 3.185], [3.108, 1.372, 2.557], [0.391, 0.975, 2.724], [-0.938, 0.655, 2.577], [-2.028, 1.479, 2.877], [-2.131, 2.695, 2.918], [-3.043, 0.658, 3.345], [-2.661, -0.718, 3.265], [-1.418, -0.671, 2.737], [1.631, -2.206, 3.151], [0.677, 2.000, 2.966], [0.896, 2.081, 0.533], [0.699, 3.444, 0.318], [1.043, 4.062, -0.908], [0.885, 5.436, -1.043], [0.394, 6.215, 0.011], [0.037, 5.608, 1.214], [0.187, 4.235, 1.373], [1.607, 1.955, 1.278], [1.236, 1.591, -0.304], [1.452, 3.438, -1.713], [1.148, 5.909, -1.983], [0.279, 7.287, -0.094], [-0.377, 6.166, 2.049], [-0.129, 3.718, 2.279]],
  "mulliken_charge": [-0.46, 0.08, 0.34, -0.78, 0.05, 0.98, -0.59, -0.63, -0.69, 0.31, 0.83, -0.64, -0.19, -0.48, 0.28, 0.53, 0.96, -0.24, 0.79, -0.63, -0.47, -0.50, -0.72, 0.09, 0.19, 0.23, 0.27, 0.36, 0.37, 0.36, 0.01]
}

***

Record 4
{
  "formula": "C38H55N12O5",
  "method": "wB97M-V/def2-TZVPD",
  "lumo_ev": -1.50,
  "total_charge": 1,
  "multiplicity": 1,
  "homo_lumo_gap_ha": 0.313,
  "e_above_lowest_kcal_mol": 0.00,
  "largest_force_ev_per_a": 1.41,
  "species": ["C", "C", "C", "H", "H", "O", "C", "C", "H", "H", "O", "C", "C", "O", "C", "H", "H", "C", "N", "C", "N", "C", "N", "C", "H", "H", "C", "N", "C", "O", "C", "N", "C", "C", "N", "N", "C", "N", "H", "H", "C", "H", "C", "C", "H", "H", "H", "C", "H", "H", "H", "H", "H", "H", "H", "H", "C", "C", "C", "C", "C", "C", "C", "C", "C", "N", "H", "H", "H", "H", "H", "H", "H", "H", "C", "H", "C", "H", "H", "H", "H", "H", "N", "C", "N", "N", "C", "H", "H", "C", "H", "O", "C", "H", "H", "C", "H", "H", "H", "H", "H", "H", "H", "H", "H", "H", "H", "H", "H", "H"],
  "xyz": [[-2.043, -1.492, 5.242], [-1.396, -2.349, 4.713], [-0.677, -3.395, 4.005], [0.402, -3.223, 4.066], [-0.909, -4.364, 4.470], [-0.978, -3.441, 2.614], [-2.344, -3.693, 2.334], [-2.478, -4.156, 0.889], [-1.876, -5.061, 0.731], [-3.531, -4.394, 0.690], [-2.028, -3.130, 0.031], [-2.208, -3.419, -1.344], [-1.208, -2.589, -2.159], [-1.117, -1.238, -1.766], [-2.132, -0.357, -2.232], [-1.648, 0.620, -2.324], [-2.483, -0.667, -3.221], [-3.320, -0.229, -1.258], [-2.852, -0.110, 0.102], [-2.244, 1.021, 0.526], [-2.525, 2.145, -0.108], [-1.892, 3.231, 0.347], [-2.169, 4.414, -0.244], [-1.277, 5.524, -0.016], [-1.018, 5.563, 1.040], [-1.804, 6.438, -0.295], [-0.002, 5.320, -0.873], [-0.353, 4.503, -2.021], [0.208, 3.332, -2.373], [-0.358, 2.537, -3.106], [1.646, 3.077, -1.891], [1.647, 2.130, -0.811], [1.190, 0.861, -0.812], [1.570, 0.367, 0.420], [2.208, 1.356, 1.081], [2.252, 2.396, 0.342], [1.369, -0.997, 0.987], [-0.088, -1.279, 0.999], [-0.632, -0.407, 1.395], [-0.418, -1.411, 0.027], [2.111, -2.046, 0.158], [3.161, -1.756, 0.101], [2.022, -3.473, 0.718], [2.830, -3.617, 2.005], [3.881, -3.412, 1.816], [2.748, -4.631, 2.389], [2.486, -2.934, 2.778], [2.537, -4.459, -0.329], [1.964, -4.385, -1.250], [2.464, -5.479, 0.041], [3.580, -4.256, -0.559], [0.976, -3.720, 0.929], [1.716, -2.022, -0.860], [1.734, -0.992, 2.017], [0.630, 0.431, -1.612], [2.092, 3.995, -1.501], [2.546, 2.580, -3.060], [2.408, 1.130, -3.371], [3.189, 0.088, -2.951], [2.630, -1.101, -3.494], [2.972, -2.453, -3.429], [2.180, -3.363, -4.092], [1.058, -2.958, -4.823], [0.700, -1.630, -4.909], [1.491, -0.705, -4.239], [1.392, 0.651, -4.155], [0.630, 1.216, -4.495], [-0.156, -1.312, -5.487], [0.471, -3.704, -5.338], [2.431, -4.413, -4.062], [3.845, -2.770, -2.880], [4.068, 0.159, -2.341], [3.583, 2.771, -2.779], [2.309, 3.180, -3.940], [-1.658, 4.831, -2.573], [-1.671, 5.906, -2.767], [-2.756, 4.431, -1.565], [-3.136, 3.430, -1.768], [-3.581, 5.147, -1.589], [-1.781, 4.295, -3.513], [0.394, 6.284, -1.208], [0.744, 4.814, -0.262], [-1.036, 3.238, 1.364], [-0.835, 2.071, 1.974], [-1.402, 0.909, 1.571], [0.004, 2.054, 3.010], [0.790, 3.212, 3.382], [1.845, 2.973, 3.215], [0.497, 4.047, 2.749], [0.554, 3.537, 4.860], [1.233, 4.323, 5.191], [0.817, 2.417, 5.674], [-0.002, 1.335, 5.320], [0.248, 0.517, 5.997], [-1.061, 1.608, 5.450], [0.231, 0.911, 3.861], [1.271, 0.588, 3.746], [-0.456, 0.107, 3.601], [-0.486, 3.868, 5.003], [-0.325, -2.130, 1.541], [-2.576, -0.977, 0.538], [-3.979, -1.096, -1.310], [-3.885, 0.667, -1.514], [-1.459, -2.669, -3.222], [-0.202, -2.990, -2.011], [-2.011, -4.479, -1.545], [-3.244, -3.203, -1.637], [-2.935, -2.783, 2.502], [-2.726, -4.483, 2.991], [-2.590, -0.755, 5.750]],
  "mulliken_charge": [0.01, -0.13, -0.94, 0.21, 0.54, -0.50, -0.80, -1.04, 0.42, 0.46, 0.19, -1.33, -0.11, 0.08, 0.34, -0.44, 0.70, -1.76, 0.12, 0.03, -0.27, 0.33, -0.09, -1.03, 0.46, 0.36, -0.55, -0.02, 0.13, -0.72, -0.26, 1.61, -0.99, 0.54, -0.24, -1.51, -1.01, 3.54, -0.04, -2.07, 1.17, 0.98, 1.87, -1.83, 0.42, 0.45, 0.26, -1.61, 0.20, 0.47, 0.38, -0.66, -1.61, 0.55, 0.81, 0.80, -1.40, 0.35, -1.24, 1.47, -0.30, -0.91, -0.58, -0.76, -0.46, 0.14, 0.29, 0.48, 0.47, 0.38, 0.55, 0.53, 0.42, 0.45, -0.76, 0.43, -0.56, 0.14, 0.40, 0.38, 0.47, 0.31, -0.21, 0.25, -0.24, 0.47, -0.40, 0.36, 0.08, -0.77, 0.37, -0.42, -0.86, 0.35, 0.41, 0.37, 0.11, -0.22, 0.35, 0.10, -0.02, 0.39, 0.58, 0.53, -0.37, 0.58, 0.30, 0.32, 0.63, 0.44]
}